No. 1
DFT (ωB97M-V/def2-TZVPD) results for a molecular structure, C29H23ClGeNO3STa.

Element x y z (Å)
Ta 0.293 -1.339 0.547
Cl -3.306 -3.824 -5.373
C -2.326 -3.103 -4.164
C -1.294 -2.238 -4.539
C -0.472 -1.619 -3.608
C -0.690 -1.885 -2.277
O 0.045 -1.296 -1.311
C -1.729 -2.763 -1.861
C -1.975 -3.019 -0.508
O -1.311 -2.555 0.482
C -2.553 -3.370 -2.836
H -1.141 -2.045 -5.594
H 0.307 -0.930 -3.906
H -2.810 -3.666 -0.240
H -3.350 -4.038 -2.536
O 0.579 -1.576 2.485
N 1.600 -2.218 3.092
C 1.593 -2.326 4.436
C 2.662 -2.920 5.050
C 3.736 -3.362 4.273
C 3.736 -3.174 2.907
C 2.645 -2.557 2.302
S 2.586 -2.125 0.616
H 0.710 -1.948 4.930
H 2.658 -3.032 6.124
H 4.585 -3.835 4.748
H 4.574 -3.470 2.292
C -2.082 0.516 2.428
Ge -0.703 1.096 1.160
C 0.539 2.399 1.853
C 0.132 3.724 2.002
C 1.017 4.676 2.489
C 2.313 4.313 2.823
C 2.729 2.997 2.677
C 1.844 2.044 2.194
C -1.486 1.329 -0.617
C -2.814 1.022 -0.792
C -3.423 1.073 -2.068
C -2.679 1.409 -3.159
C -1.294 1.702 -3.034
C -0.505 2.007 -4.170
C 0.834 2.249 -4.049
C 1.443 2.216 -2.777
C 0.700 1.944 -1.660
C -0.688 1.675 -1.753
H -2.697 1.392 2.646
H -1.625 0.183 3.358
H -2.727 -0.272 2.043
H -0.875 4.025 1.735
H 0.694 5.702 2.602
H 3.002 5.058 3.197
H 3.742 2.717 2.935
H 2.180 1.017 2.083
H -3.433 0.759 0.059
H -4.479 0.861 -2.165
H -3.134 1.462 -4.141
H -0.986 2.050 -5.140
H 1.427 2.485 -4.922
H 2.499 2.430 -2.685
H 1.180 1.973 -0.686

Summary:
net charge = +2
orbital gap = 5.172 eV
lowest unoccupied orbital energy = -8.01 eV

Atomic partial charges in e from the Löwdin method, atoms 1 to 5: Ta 1.52; Cl 0.77; C -0.64; C 0.00; C 0.05

No. 2
DFT (ωB97M-V/def2-TZVPD) results for 2 unconnected molecules or ions with the total composition C5H11N2O.

Element x y z (Å)
C -1.142 -1.330 -0.766
C 1.923 0.485 -0.390
C 1.934 0.872 -1.635
C 0.963 -0.463 0.242
C 1.130 -0.942 1.645
N -2.352 -0.914 -0.637
N -0.038 -0.789 -0.441
O -1.904 1.703 0.737
H -1.137 -2.163 -1.358
H -2.435 -0.159 -0.046
H 2.816 0.885 0.088
H 2.850 1.485 -1.842
H 1.060 0.604 -2.215
H 0.186 -1.251 2.082
H 1.180 0.051 2.318
H 2.073 -1.482 1.708
H -3.170 -1.182 -1.089
H -2.521 2.316 0.209
H -1.415 2.274 1.389

Summary:
2S+1 = 3
net charge = +1
expectation value of S² = 2.031
orbital gap (spin up / spin down) = 6.118 / 5.035 eV
lowest unoccupied orbital energy (spin up / spin down) = -3.82 / -8.47 eV

Atomic partial charges in e from the Löwdin method, atoms 1 to 5: C -0.10; C -0.15; C 0.00; C -0.34; C 0.01

No. 3
DFT (ωB97M-V/def2-TZVPD) results for a gas-phase ion, C29H33N4O4S2 (charge +1).

Element x y z (Å)
C -5.523 0.611 3.196
H -5.615 1.684 3.353
O -4.157 0.379 2.903
C -3.758 -0.906 2.705
C -4.585 -2.018 2.706
C -4.080 -3.297 2.488
C -2.737 -3.519 2.266
C -1.900 -2.416 2.271
C -2.386 -1.113 2.480
N -1.418 -0.142 2.441
C -0.238 -0.638 2.219
N 0.881 0.156 2.226
C 1.992 -0.050 1.408
O 3.033 0.509 1.653
C 1.790 -0.899 0.210
C 0.657 -0.780 -0.594
C 0.570 -1.501 -1.769
C 1.611 -2.331 -2.137
C 2.720 -2.493 -1.331
C 2.819 -1.763 -0.160
H 3.686 -1.848 0.477
H 3.488 -3.188 -1.633
S 1.547 -3.124 -3.759
O 0.164 -3.302 -4.079
O 2.430 -4.246 -3.738
N 2.160 -2.018 -4.829
C 1.375 -0.826 -5.033
C 1.673 0.207 -3.981
C 0.706 1.124 -3.589
C 0.961 2.030 -2.577
C 2.191 2.016 -1.939
C 3.161 1.116 -2.334
C 2.922 0.213 -3.365
C 4.016 -0.740 -3.770
C 3.581 -1.778 -4.819
H 3.856 -1.439 -5.823
H 4.059 -2.741 -4.638
H 4.382 -1.239 -2.870
H 4.852 -0.160 -4.169
H 4.121 1.113 -1.841
H 2.404 2.715 -1.142
H 0.204 2.747 -2.292
H -0.253 1.121 -4.087
H 1.599 -0.434 -6.033
H 0.326 -1.124 -5.012
H -0.296 -1.436 -2.407
H -0.145 -0.111 -0.320
C 1.063 1.081 3.346
H 2.084 0.923 3.706
H 0.361 0.814 4.136
C 0.918 2.553 2.953
H 1.372 2.709 1.976
C -0.507 3.097 3.013
N -1.472 2.466 2.086
C -1.088 2.636 0.680
H -1.026 3.697 0.433
H -0.126 2.171 0.483
H -1.835 2.171 0.040
C -2.814 3.013 2.315
H -3.114 2.837 3.345
H -3.527 2.515 1.663
H -2.828 4.084 2.113
H -1.512 1.370 2.299
H -0.892 2.957 4.026
H -0.483 4.170 2.802
H 1.499 3.144 3.663
S -0.172 -2.378 2.043
H -2.347 -4.509 2.101
H -4.761 -4.132 2.498
H -5.643 -1.908 2.878
H -5.829 0.086 4.104
H -6.165 0.310 2.365

Summary:
net charge = +1
SMILES string = COc1cccc2sc(N(CCC[NH+](C)C)C(=O)c3ccc(S(=O)(=O)N4CCc5ccccc5C4)cc3)nc12
orbital gap = 8.463 eV
lowest unoccupied orbital energy = -2.83 eV

Atomic partial charges in e from the Löwdin method, atoms 1 to 5: C -0.06; H 0.09; O -0.10; C -0.21; C -0.01

No. 4
DFT (ωB97M-V/def2-TZVPD) results for 2 unconnected molecules or ions with the total composition C2H4NO2.

Element x y z (Å)
C 2.046 0.182 0.175
C -0.450 -1.156 -0.204
N -1.013 1.116 -0.031
O 3.130 -0.135 0.283
O -0.923 -0.076 -0.529
H -0.898 -1.972 -0.695
H 0.269 -1.297 0.705
H -0.472 1.603 0.687
H -1.689 1.735 -0.392

Summary:
net charge = +1
orbital gap = 10.161 eV
lowest unoccupied orbital energy = -6.12 eV

Atomic partial charges in e from the Löwdin method, atoms 1 to 5: C 0.04; C 0.13; N 0.15; O 0.11; O 0.00

No. 5
DFT (ωB97M-V/def2-TZVPD) results for 10 unconnected molecules or ions with the total composition C9H38O10.

Element x y z (Å)
C -0.197 0.034 0.582
O 0.153 -1.236 0.068
H -1.273 0.153 0.758
H 0.328 0.262 1.503
H 0.021 0.807 -0.174
H -0.580 -1.612 -0.443
C -2.061 -4.089 -1.283
O -1.406 -2.856 -1.551
H -2.599 -4.464 -2.156
H -1.353 -4.866 -0.967
H -2.753 -3.931 -0.460
H -0.958 -2.907 -2.400
C 0.638 -4.056 2.232
O 0.942 -2.689 2.384
H 1.434 -4.592 1.702
H 0.533 -4.494 3.226
H -0.311 -4.207 1.700
H 0.656 -2.243 1.574
C 2.184 -3.607 -1.208
O 3.299 -4.296 -0.661
H 2.220 -3.578 -2.302
H 1.240 -4.063 -0.888
H 2.203 -2.579 -0.863
H 3.431 -5.101 -1.167
C -2.856 2.831 -0.860
O -3.765 3.101 -1.917
H -2.595 3.723 -0.288
H -3.248 2.067 -0.178
H -1.953 2.420 -1.311
H -4.438 3.722 -1.630
C 3.504 0.320 -1.148
O 2.412 -0.221 -1.850
H 3.815 -0.318 -0.310
H 4.337 0.379 -1.845
H 3.293 1.320 -0.751
H 1.701 -0.412 -1.226
C 1.583 4.055 -0.077
O 2.455 4.853 0.703
H 1.946 3.854 -1.091
H 1.441 3.081 0.394
H 0.577 4.489 -0.154
H 2.472 5.736 0.324
C -2.226 0.415 -3.505
O -2.179 1.748 -3.975
H -1.571 0.260 -2.635
H -3.238 0.077 -3.263
H -1.852 -0.245 -4.290
H -2.678 2.288 -3.350
C -0.084 3.313 3.465
O -0.911 2.264 2.964
H -0.012 4.125 2.737
H -0.405 3.686 4.439
H 0.920 2.904 3.570
H -1.829 2.547 2.973
O -0.250 0.243 5.029
H -0.379 0.761 4.223
H 0.219 0.826 5.631

Summary:
SMILES string = CO.CO.CO.CO.CO.CO.CO.CO.CO.O
orbital gap = 9.621 eV
lowest unoccupied orbital energy = 0.21 eV

Atomic partial charges in e from the Löwdin method, atoms 1 to 5: C -0.13; O -0.15; H 0.09; H 0.08; H 0.07

No. 6
DFT (ωB97M-V/def2-TZVPD) results for a molecular structure, C30H24Cl3F3GeIrN8O2S2.

Element x y z (Å)
Ir -0.021 -0.006 0.027
C 13.222 -2.791 -1.379
O 12.288 -3.559 -0.634
C 11.010 -3.110 -0.608
C 10.125 -3.897 0.127
C 8.787 -3.550 0.232
C 8.299 -2.401 -0.397
C 9.193 -1.618 -1.129
C 10.536 -1.964 -1.237
C 6.897 -1.992 -0.319
N 6.379 -0.914 -0.871
C 5.048 -0.921 -0.554
C 4.735 -2.029 0.212
N 5.924 -2.693 0.349
C 3.422 -2.279 0.677
C 3.129 -3.404 1.454
C 1.828 -3.606 1.890
C 0.873 -2.681 1.529
N 1.131 -1.579 0.772
C 2.394 -1.356 0.338
C 2.694 -0.208 -0.451
N 1.722 0.695 -0.791
C 2.049 1.758 -1.530
C 3.330 2.017 -1.989
C 4.330 1.125 -1.665
C 4.020 0.002 -0.891
H 14.189 -3.287 -1.302
H 13.326 -1.785 -0.964
H 12.947 -2.754 -2.437
H 10.490 -4.791 0.619
H 8.144 -4.198 0.817
H 8.839 -0.722 -1.625
H 11.182 -1.319 -1.818
H 6.063 -3.553 0.852
H 3.893 -4.121 1.727
H 1.562 -4.462 2.495
H -0.150 -2.794 1.846
H 1.231 2.425 -1.756
H 3.534 2.896 -2.585
H 5.345 1.293 -2.005
F -2.451 -4.874 0.379
C -3.353 -4.146 1.044
F -3.492 -4.750 2.252
F -4.535 -4.370 0.422
C -3.108 -2.685 1.208
C -4.050 -1.924 1.903
C -3.868 -0.548 2.080
C -2.731 0.029 1.553
N -1.789 -0.672 0.879
C -2.012 -1.982 0.728
S -0.681 -2.433 -0.134
H -4.934 -2.405 2.307
H -4.591 0.050 2.614
H -2.528 1.086 1.658
O -0.365 -1.005 -1.490
Cl -3.493 1.555 -0.775
Ge -1.368 1.949 -0.925
Cl -0.880 2.250 -3.012
Cl -0.940 3.778 0.151
C 3.776 3.716 2.722
C 2.289 4.009 2.900
C 1.467 2.771 2.759
N 1.156 2.230 1.630
N 0.390 1.085 1.763
C 0.148 0.802 3.047
N -0.556 -0.242 3.537
S 0.844 1.944 4.128
H 4.357 4.635 2.817
H 3.978 3.288 1.737
H 4.134 3.008 3.474
H 1.969 4.731 2.144
H 2.123 4.478 3.872
H -1.137 -0.722 2.891
H -0.947 -0.154 4.462

Summary:
net charge = +1
orbital gap = 5.861 eV
lowest unoccupied orbital energy = -4.02 eV

Atomic partial charges in e from the Löwdin method, atoms 1 to 5: Ir 1.09; C -0.07; O -0.07; C -0.28; C 0.01

No. 7
DFT (ωB97M-V/def2-TZVPD) results for a single C6H12N2O3 molecule.

Element x y z (Å)
C 0.914 -0.003 1.443
C 0.377 0.621 -1.062
C 2.477 0.699 -0.173
C -0.374 -0.242 0.151
C -2.616 0.287 -0.667
C -1.785 0.210 0.541
N 2.146 -0.217 0.924
N -0.160 -1.639 -0.139
O -1.046 -2.352 0.412
O 0.844 -2.077 -0.680
O 1.723 0.367 -1.196
H 0.783 0.964 1.826
H 0.644 -0.827 2.172
H 0.065 0.269 -2.043
H 0.349 1.664 -0.748
H 2.579 1.835 0.032
H 3.367 0.443 -0.621
H -2.708 -0.789 -1.128
H -2.079 0.853 -1.487
H -3.685 0.677 -0.369
H -2.160 -0.605 1.165
H -1.858 1.069 1.152
H 2.204 -1.206 0.495

Summary:
2S+1 = 3
expectation value of S² = 2.011
orbital gap (spin up / spin down) = 7.400 / 5.456 eV
lowest unoccupied orbital energy (spin up / spin down) = 0.79 / -3.23 eV

Atomic partial charges in e from the Löwdin method, atoms 1 to 5: C -0.10; C -0.10; C -0.28; C -0.20; C -0.12

No. 8
DFT (ωB97M-V/def2-TZVPD) results for 17 unconnected molecules or ions with the total composition C4H44NO16.

Element x y z (Å)
C 1.243 0.568 1.344
C 1.487 -0.741 2.134
C 0.789 -0.805 3.472
C -0.620 -1.427 3.420
N 0.421 0.348 0.121
H 0.605 1.191 1.988
H 2.074 1.219 1.100
H 1.241 -1.629 1.525
H 2.585 -0.729 2.141
H 1.338 -1.401 4.161
H 0.732 0.200 3.909
H -1.285 -0.749 2.808
H -1.078 -1.246 4.380
H -0.599 -2.422 3.008
H 0.808 -0.460 -0.387
H 0.267 1.203 -0.414
H -0.533 0.036 0.448
H -5.019 0.793 2.624
H -4.394 0.761 3.943
O -4.136 0.682 3.009
H -0.796 -1.759 -1.598
H 0.504 -2.712 -1.308
O 0.131 -1.830 -1.294
H -2.747 -1.955 -3.118
H -2.962 -2.334 -1.592
O -2.297 -2.076 -2.275
H -1.528 3.799 3.610
H -2.660 2.967 2.948
O -1.999 3.659 2.782
H -1.125 1.192 -3.499
H -2.027 0.535 -2.287
O -1.301 1.112 -2.533
H 0.450 1.513 -5.091
H 0.017 -0.026 -5.287
O -0.177 0.821 -4.889
H -1.934 0.807 4.090
H -1.483 1.419 5.522
O -2.125 1.416 4.806
H -3.769 -0.917 -0.245
H -4.425 -2.163 0.306
O -4.170 -1.762 -0.538
H 3.351 -2.340 -1.986
H 2.073 -1.476 -2.007
O 3.022 -1.421 -1.846
H 1.669 2.479 -3.364
H 0.684 1.460 -2.765
O 1.621 1.721 -2.766
H -0.893 3.089 1.351
H -0.983 3.403 -0.171
O -1.067 2.702 0.484
H 4.384 -0.223 0.048
H 3.460 -1.224 -0.014
O 3.948 -0.781 0.717
H 3.020 -0.383 -5.103
H 2.269 0.178 -3.904
O 2.128 -0.122 -4.841
H -2.543 1.311 0.922
H -2.955 0.273 1.896
O -2.594 0.328 0.976
H 2.030 -4.274 -2.509
H 3.211 -4.709 -1.618
O 2.929 -4.043 -2.255
H 4.527 2.757 -1.530
H 3.253 2.112 -1.820
O 3.951 2.084 -1.138

Summary:
net charge = +1
orbital gap = 10.572 eV
lowest unoccupied orbital energy = -2.34 eV

Atomic partial charges in e from the Löwdin method, atoms 1 to 5: C -0.14; C -0.18; C -0.24; C -0.08; N 0.16

No. 9
DFT (ωB97M-V/def2-TZVPD) results for a molecular structure, C5H13N.

Element x y z (Å)
C 0.595 1.146 0.620
C -0.194 1.409 -0.581
C 0.133 0.923 -1.826
C -0.594 0.181 0.917
C -0.181 -0.704 2.155
N 0.171 -2.164 -1.212
H 1.510 0.620 0.403
H 0.660 1.924 1.356
H -1.010 2.126 -0.488
H 1.161 0.752 -2.067
H -0.679 0.751 -2.529
H 0.114 -1.156 -1.386
H -1.459 0.736 1.292
H -0.840 -0.581 0.204
H 0.001 -0.093 3.048
H 0.808 -1.133 1.897
H -0.936 -1.470 2.347
H -0.372 -2.677 -1.907
H 1.098 -2.510 -1.404

Summary:
orbital gap = 9.325 eV
lowest unoccupied orbital energy = 1.13 eV

Atomic partial charges in e from the Löwdin method, atoms 1 to 5: C -0.15; C -0.27; C -0.06; C -0.28; C -0.10

No. 10
DFT (ωB97M-V/def2-TZVPD) results for a single C3H5N3 molecule.

Element x y z (Å)
C 0.920 -0.564 1.007
C 0.092 -0.096 -0.164
C -0.220 -0.787 -1.427
N -1.322 -0.021 -1.904
N -1.715 0.888 -1.061
N -0.897 0.887 -0.005
H 1.707 -1.234 0.645
H 1.385 0.271 1.549
H 0.287 -1.125 1.705
H 0.804 0.216 -1.085
H -1.042 1.565 0.740

Summary:
orbital gap = 9.278 eV
lowest unoccupied orbital energy = 0.24 eV

Atomic partial charges in e from the Löwdin method, atoms 1 to 5: C -0.04; C -0.44; C -0.06; N -0.06; N 0.00

No. 11
DFT (ωB97M-V/def2-TZVPD) results for 2 unconnected molecules or ions with the total composition C4H9NO.

Element x y z (Å)
C -2.052 1.283 -0.334
C -0.256 2.629 0.271
N -1.425 2.591 -0.235
H -1.296 0.510 -0.454
H -2.643 0.966 0.547
H -2.665 1.319 -1.230
H 0.297 3.520 0.031
H 0.276 1.773 0.689
O 0.709 -2.993 1.580
C 0.831 -2.109 0.790
C 1.788 -2.115 -0.397
H 0.295 -1.138 0.779
H 1.546 -2.818 -1.187
H 1.820 -1.125 -0.864
H 2.776 -2.292 0.015

Summary:
SMILES string = C=NC.CC=O
orbital gap = 10.641 eV
lowest unoccupied orbital energy = 0.76 eV

Atomic partial charges in e from the Löwdin method, atoms 1 to 5: C -0.16; C -0.08; N -0.09; H 0.05; H 0.09

For each record above, in turn, the calculated relative energy (zero: lowest compared OMol25 entry of this formula, charge and spin) values are 0.728 4.202 0.000 4.166 5.359 8.077 4.959 2.612 2.809 4.628 2.682 eV.
For each record above, in turn, the calculated strongest force on any atom values are 0.0145 0.1177 0.0203 0.0870 0.0265 0.1985 0.1109 0.0570 0.1061 0.0216 0.0352 hartree/bohr.